This record from the Open Molecules 2025 dataset describes a 2-piece molecular cluster, C4H11N2O overall. The level of theory is ωB97M-V/def2-TZVPD.

Computed properties:
Largest force on an atom ... 0.0112 hartree/bohr
Relative energy (zero: lowest compared OMol25 entry of this formula, charge and spin) ... 27.0 kcal/mol
HOMO ... -2.78 eV
Net charge ... -1

```
18
Properties=species:S:1:pos:R:3:mulliken_charge:R:1
C 0.0293 -0.9375 -2.0463 -0.36
C 0.0667 0.3840 -1.9457 -0.05
N 0.6770 1.2264 -2.9388 -0.58
N -0.7131 -1.7605 -1.1867 -0.59
H 0.5630 -1.4535 -2.8378 0.27
H -0.3481 0.8202 -1.0440 0.22
H 0.5218 2.1973 -2.7206 0.24
H 0.3158 1.0260 -3.8584 0.21
H -0.8427 -1.3519 -0.2373 0.47
H -0.3012 -2.6800 -1.1142 0.20
C -0.0019 0.4889 1.7401 -0.20
O -0.9028 -0.2574 1.0777 -0.93
C 0.0362 0.1703 3.2539 -1.19
H -0.1887 1.5930 1.6472 0.19
H 1.0493 0.3563 1.3779 0.20
H 0.7632 0.7655 3.8134 0.37
H 0.2472 -0.8975 3.3602 0.30
H -0.9710 0.3104 3.6595 0.25
```

=====

This record from the Open Molecules 2025 dataset describes a 2-piece molecular cluster, C4H11N2O overall. The level of theory is ωB97M-V/def2-TZVPD.

Computed properties:
Largest force on an atom ... 0.0221 hartree/bohr
Relative energy (zero: lowest compared OMol25 entry of this formula, charge and spin) ... 56.4 kcal/mol
HOMO ... -1.99 eV
Net charge ... -1

```
18
Properties=species:S:1:pos:R:3:mulliken_charge:R:1
C -0.0982 -0.8630 -0.5502 -0.34
O -0.7509 -0.2326 0.4817 -0.58
C 0.4714 -2.2007 -0.0665 -0.35
N 1.0222 -3.0059 -1.1653 -0.59
H -0.7419 -1.1178 -1.4193 0.08
H 0.7245 -0.2295 -0.9308 0.12
H 1.2558 -1.9946 0.6659 0.31
H -0.3448 -2.6744 0.4932 0.19
H 1.6957 -3.6662 -0.7896 0.21
H 0.3273 -3.5585 -1.6499 0.20
C -1.1330 1.5842 -0.0860 -0.71
C -0.0405 2.4067 0.0477 -0.13
N 0.4594 2.7755 1.3593 -0.64
H -1.9665 1.6303 0.6110 0.16
H -1.4510 1.3118 -1.0895 0.30
H 0.6227 2.6516 -0.7715 0.33
H 0.5278 1.9414 1.9266 0.25
H -0.0872 3.4671 1.8518 0.19
```

=====

This record from the Open Molecules 2025 dataset describes C4H11N2O as an isolated structure. The level of theory is ωB97M-V/def2-TZVPD.

Computed properties:
Largest force on an atom ... 0.0834 hartree/bohr
Relative energy (zero: lowest compared OMol25 entry of this formula, charge and spin) ... 109.6 kcal/mol
HOMO ... -3.19 eV
Net charge ... -1

```
18
Properties=species:S:1:pos:R:3:mulliken_charge:R:1
C 0.7905 -2.0192 0.4121 -0.60
O 1.2355 -1.9769 1.6369 -0.80
C 0.7047 -0.4916 -0.1673 0.22
C 0.0509 0.4440 0.8527 -0.78
C -0.6409 1.6921 0.3666 -0.67
N -1.9005 1.4843 -0.4914 -0.83
N 0.3936 0.0629 -1.8773 -0.78
H -0.3002 -2.2979 0.3173 0.21
H 1.4263 -2.6068 -0.3128 0.27
H 1.7822 -0.3042 -0.1882 0.35
H -0.5308 -0.0899 1.6365 0.35
H 0.8290 0.6419 1.6257 0.29
H -1.1217 2.1840 1.2329 0.37
H -0.1241 2.5194 -0.1216 0.34
H -2.3900 0.6555 -0.1493 0.27
H -1.3861 1.0418 -1.3032 0.40
H 1.2305 -0.2782 -2.3415 0.20
H -0.0490 -0.6613 -1.1282 0.19
```

=====

| no. | total energy (Ha) |
| --- | --- |
| 1 | -343.72816 |
| 2 | -343.68125 |
| 3 | -343.59659 |